Computed, not measured: a molecular structure, C18H31HfN7S, with ωB97M-V/def2-TZVPD.

Geometry as XYZ:
```
58
Properties=species:S:1:pos:R:3
Hf -0.23266 0.98703 0.53680
C -3.30807 1.72878 -2.68827
C -2.14108 1.37636 -1.84978
N -1.97976 1.64537 -0.59815
C -2.81980 2.55244 0.21513
C -1.89775 3.70351 0.61064
N -0.60614 3.16316 1.19496
C -0.64668 3.07364 2.70399
C 0.60056 2.35440 3.18773
N 0.55470 0.94308 2.66419
C 1.86522 0.20760 2.70632
C 2.70961 0.49270 1.46846
N 1.86286 0.40143 0.24809
C 2.28928 -0.02596 -0.90117
C 3.65877 -0.50408 -1.19134
C 1.26090 0.03223 -1.99597
C 1.46147 -0.33699 -3.30990
C 0.40610 -0.18603 -4.20944
C -0.81485 0.32975 -3.78049
C -0.94505 0.69351 -2.45517
N 0.08000 0.53225 -1.59636
H -4.18220 2.00914 -2.10873
H -3.57865 0.89097 -3.33416
H -3.04789 2.56370 -3.35258
H -3.19071 2.01164 1.09002
H -3.68449 2.94262 -0.31117
H -2.38177 4.37266 1.31928
H -1.64092 4.28222 -0.27291
H 0.11965 3.84492 0.97819
H -1.54470 2.51948 2.98942
H -0.72083 4.06165 3.15411
H 0.65395 2.37332 4.27349
H 1.49961 2.84221 2.80945
H -0.07670 0.43498 3.27944
H 1.64630 -0.85550 2.76479
H 2.42747 0.47921 3.59777
H 3.54269 -0.20222 1.45144
H 3.14155 1.49341 1.50406
H 4.25217 0.34231 -1.57070
H 3.66676 -1.26999 -1.96431
H 4.17471 -0.88355 -0.31336
H 2.41461 -0.71717 -3.65404
H 0.54262 -0.45675 -5.25014
H -1.62844 0.46521 -4.48252
C 0.62927 -4.85045 1.67805
N 0.05513 -3.47610 1.64555
C -0.56479 -2.83918 0.67549
S -1.26945 -1.25040 1.10520
N -0.81194 -3.29640 -0.53810
C -0.69911 -4.68714 -1.06289
H 1.19172 -4.93225 2.60219
H 1.31010 -5.00637 0.85056
H -0.15114 -5.60482 1.68431
H -0.00486 -3.02144 2.54350
H -1.38036 -2.67997 -1.09309
H 0.33387 -5.00257 -1.14391
H -1.13512 -4.68241 -2.05627
H -1.26570 -5.37912 -0.44775
```

Computed properties:
- charge = +4
- HOMO-LUMO gap (eV) = 7.551
- highest occupied orbital energy (eV) = -21.51

***

Computed, not measured: 2 unconnected molecules or ions with the total composition C18H32BBrClN2O6P2, with ωB97M-V/def2-TZVPD.

Geometry as XYZ:
```
63
Properties=species:S:1:pos:R:3
C 2.37317 2.34700 -2.09040
C 3.31249 1.93922 -0.88374
C 4.77494 1.49899 -1.27462
C 4.92718 0.72539 -2.63532
C 3.92532 -0.46440 -2.86130
C 3.78086 -1.46287 -1.63825
C 2.24837 -1.60899 -1.30904
C 1.93108 -2.67002 -0.17782
C 1.05595 -3.88750 -0.63064
O -0.37179 -3.70979 -0.47222
C -0.91811 -2.91788 -1.47678
O -0.94004 -3.32293 -2.59936
C -1.51243 -1.58010 -0.99331
C -1.99850 -1.55846 0.39307
C -2.57358 -0.36115 0.95573
P -3.22759 -0.42000 2.73662
O -3.68044 -1.99318 3.08219
Cl -1.50370 0.02345 3.87951
N -2.61521 0.77026 0.18191
C -2.17165 0.82100 -1.11688
P -2.34906 2.53166 -1.91000
O -0.94874 2.79400 -2.77910
Br -4.09066 2.48484 -3.36309
C -1.61409 -0.36556 -1.79284
B -1.13962 -0.33970 -3.34204
N -2.02740 -1.03750 -4.32096
O -0.01814 0.30945 -3.84938
H 2.88398 2.43547 -3.07441
H 1.50875 1.63732 -2.09012
H 1.92160 3.35686 -1.87451
H 3.37747 2.84558 -0.22106
H 2.81912 1.15015 -0.24948
H 5.41310 2.42143 -1.22984
H 5.14880 0.82684 -0.46098
H 4.77300 1.46781 -3.46320
H 6.00506 0.41565 -2.70875
H 4.32369 -1.04755 -3.73898
H 2.90428 -0.12624 -3.16633
H 4.40473 -1.14675 -0.76860
H 4.18539 -2.45382 -1.98797
H 1.74569 -1.95864 -2.25078
H 1.83210 -0.61368 -1.01519
H 2.91969 -3.09987 0.14823
H 1.53168 -2.14897 0.73682
H 1.32769 -4.19731 -1.67223
H 1.33187 -4.74299 0.04294
H -1.92672 -2.49479 0.99055
H -2.93083 -2.60625 2.93115
H -3.02459 1.60081 0.63023
H -0.68827 3.73034 -2.71278
H -2.34787 -1.91654 -3.88510
H -2.88969 -0.47370 -4.38151
H 0.77280 -0.24193 -3.70462
C -3.89474 2.09896 8.19183
C -4.60784 2.33846 6.88579
O -5.41737 3.22864 6.76231
C -4.27154 1.42193 5.73452
H -4.23326 2.82883 8.92664
H -4.12190 1.09742 8.56219
H -2.81758 2.21320 8.05477
H -4.51681 0.39031 5.99665
H -3.21244 1.50751 5.48876
H -4.85763 1.71028 4.86110
```

Computed properties:
- charge = +1
- HOMO-LUMO gap (eV) = 5.917
- highest occupied orbital energy (eV) = -11.38

***

Computed, not measured: 4 unconnected molecules or ions with the total composition C18H32BrF3N2O16P4S, with ωB97M-V/def2-TZVPD.

Geometry as XYZ:
```
77
Properties=species:S:1:pos:R:3
C 1.47642 3.15597 3.07924
C 1.11696 4.40939 2.79026
C 1.83630 5.39341 1.89513
N 2.27393 4.84201 0.56323
C 3.53457 4.05951 0.70352
C 3.55336 2.71376 -0.05603
Br 2.79216 3.01406 -1.80251
O 2.98203 1.68520 0.70696
C 1.84732 0.96151 0.22957
C 1.34419 0.13237 1.42729
C -0.17022 -0.12578 1.39258
C -0.88816 0.35876 2.64592
N -2.18092 -0.33010 2.74880
P 2.22287 -0.29771 -1.08246
O 1.41659 -1.53673 -0.94427
P 5.42575 2.26406 -0.26009
O 5.55024 0.74830 0.22761
O 6.19732 3.05864 0.89308
S 6.16720 2.54330 -2.00255
P 2.64078 6.22998 -0.45689
P 0.90064 6.65022 -1.65960
O 1.24442 7.81287 -2.49670
O -0.40078 6.89599 -0.75849
O 0.52655 5.39645 -2.56817
H 0.78005 2.46118 3.52483
H 2.46394 2.76929 2.87664
H 0.22644 4.79834 3.27239
H 1.11160 6.16625 1.66548
H 2.69700 5.82586 2.41566
H 3.79586 3.91423 1.74756
H 4.35264 4.62998 0.25769
H 1.00895 1.58461 -0.07389
H 1.63109 0.62647 2.35070
H 1.83233 -0.84075 1.44590
H -0.62535 0.35042 0.52252
H -0.38495 -1.18877 1.30847
H -1.01318 1.44575 2.57756
H -0.29946 0.14341 3.53824
H -2.81548 0.14884 3.37157
H -2.57637 -0.33021 1.81712
H 1.90825 0.31433 -2.30860
H 3.61140 -0.51803 -1.12985
H 5.74783 0.19590 -0.53700
H 5.75602 2.94130 1.74441
H 2.67770 7.33685 0.41964
H -1.14902 6.99669 -1.36153
H 0.86743 5.54138 -3.45737
O -5.45524 -0.84450 2.82035
C -5.40240 -1.81892 2.15261
O -5.85494 -3.03848 2.51656
C -5.72846 -3.91463 1.38656
C -4.64734 -3.22985 0.58415
F -4.81075 -3.40756 -0.75341
O -4.85201 -1.86632 0.90174
H -6.67204 -3.95427 0.84517
H -5.45672 -4.91784 1.70355
H -3.62830 -3.51159 0.85509
O -7.78515 -5.06647 -0.84649
C -7.63833 -5.05552 -2.02135
O -7.66971 -6.15147 -2.81404
C -7.59282 -5.71509 -4.17580
C -6.94227 -4.35756 -4.03147
F -7.36917 -3.48499 -4.97456
O -7.40422 -3.93753 -2.76026
H -8.59819 -5.63321 -4.59029
H -7.01112 -6.41147 -4.77310
H -5.85119 -4.37343 -4.02934
O 6.93327 -4.29762 -0.24464
C 5.79615 -4.35204 -0.56104
O 4.90173 -3.34168 -0.41687
C 3.67355 -3.73826 -1.04554
C 3.79079 -5.24370 -1.02972
F 3.19258 -5.81610 -2.10277
O 5.19194 -5.44213 -1.11672
H 3.64487 -3.34710 -2.06336
H 2.81457 -3.36150 -0.49759
H 3.41670 -5.71792 -0.12098
```

Computed properties:
- HOMO-LUMO gap (eV) = 9.303
- structure (SMILES) = C=CCN(C[C@](Br)(O[C@H](CCCN)[PH2]=O)P(O)(O)=S)PP(=O)(O)O.O=C1OC[C@@H](F)O1.O=C1OC[C@@H](F)O1.O=C1OC[C@@H](F)O1
- highest occupied orbital energy (eV) = -9.27